No. 1
The following is a DFT calculation (wB97M-V/def2-TZVPD) of a molecular structure, C19H28AgF9I2NO7S2.

Each line ends with the Mulliken charge.
Element x y z (Å)
C1 -3.7502 4.6692 -0.0344  -0.57
O1 -3.2331 4.3986 1.2484  -0.40
C2 -2.9729 3.0378 1.4878  -0.63
C3 -1.5855 2.6250 1.0112  -0.87
C4 -1.4255 1.1130 0.9308  0.39
C5 -0.0532 0.7690 0.3552  -1.43
C6 0.2335 -0.7002 -0.0004  2.08
C7 -0.8936 -1.6678 0.3890  -2.87
O2 -0.9993 -1.7226 1.7747  0.24
C8 -2.3397 -1.9180 2.2412  -0.45
C9 -2.3487 -2.2553 3.7141  -1.38
C10 -1.9320 -1.1057 4.6328  0.25
C11 -0.4194 -0.9884 4.8582  -1.12
O3 -2.4941 0.0862 4.0727  -0.55
N1 0.5024 -0.9347 -1.4897  0.43
C12 -0.4614 -1.6108 -2.2363  -1.38
I1 -0.0564 -3.6687 -2.7033  0.33
C13 -1.6476 -1.1441 -2.6756  0.86
C14 -2.2216 0.2085 -2.4661  -1.32
I2 -2.8138 -2.5329 -3.6903  0.33
S1 1.5263 0.0492 -2.3788  1.45
O4 0.7744 0.3683 -3.5820  -0.66
O5 2.1117 1.1026 -1.6399  -0.63
C15 2.8754 -1.0578 -3.0947  0.25
F1 3.3456 -1.9770 -2.2626  -0.16
F2 2.2411 -1.7199 -4.1135  -0.27
C16 4.0932 -0.2820 -3.7552  0.55
F3 4.5976 -1.1354 -4.6604  -0.28
F4 3.6474 0.8199 -4.4791  -0.34
C17 5.2461 0.1987 -2.7812  0.65
F5 4.8549 0.0402 -1.5181  -0.16
F6 6.3120 -0.5831 -3.0294  -0.27
C18 5.6736 1.6785 -2.9974  0.56
F7 6.6522 1.9523 -2.1500  -0.21
F8 6.0879 1.8358 -4.2599  -0.24
F9 4.6343 2.4945 -2.7821  -0.17
S2 1.7316 -1.2108 0.9839  1.21
C19 1.6658 -2.9655 1.0973  -0.92
O6 1.6144 -0.6471 2.2913  -0.61
O7 2.8573 -0.8657 0.1617  -0.63
H1 -3.2819 4.0429 -0.7980  0.18
H2 -3.5389 5.7069 -0.2682  0.26
H3 -4.8303 4.5190 -0.0590  0.28
H4 -3.0382 2.9009 2.5644  0.20
H5 -3.7362 2.4152 1.0094  0.46
H6 -1.3538 3.1036 0.0572  0.46
H7 -0.8519 3.0044 1.7228  0.30
H8 -1.4808 0.7272 1.9467  -0.17
H9 -2.2484 0.6827 0.3597  0.25
H10 0.6906 1.1063 1.0736  0.71
H11 0.1123 1.3867 -0.5230  0.34
H12 -0.6591 -2.6668 0.0099  0.54
H13 -1.8353 -1.3381 -0.0508  0.86
H14 -2.9186 -1.0142 2.0604  0.34
H15 -2.7945 -2.7412 1.6829  0.46
H16 -3.3575 -2.5835 3.9514  0.49
H17 -1.6623 -3.0851 3.8708  0.29
H18 -2.4033 -1.2810 5.5998  0.51
H19 -0.0394 -0.0899 4.3776  0.24
H20 0.1166 -1.8129 4.3966  0.17
H21 -0.1821 -0.9678 5.9158  0.39
H22 -2.1253 0.8285 4.5554  0.32
H23 -2.6964 0.5586 -3.3821  0.59
H24 -1.4541 0.9238 -2.1929  0.16
H25 -3.0052 0.1628 -1.7108  0.47
H26 1.3527 -3.4202 0.1633  0.14
H27 0.9658 -3.2189 1.8872  0.22
H28 2.6720 -3.2643 1.3708  0.59
Ag1 1.9527 0.6612 -6.0613  0.85

## Properties
Charge: +2
Frontier orbital gap (alpha / beta), eV: 5.4413 / 2.9606
Highest occupied orbital energy (alpha / beta), eV: -13.41 / -13.41
Spin multiplicity: 2


No. 2
The following is a DFT calculation (wB97M-V/def2-TZVPD) of a molecular structure, C19H28AuN4O3Se.

Each line ends with the Mulliken charge.
Element x y z (Å)
Au1 0.2434 0.5463 -4.7815  0.50
N1 1.9499 -0.4243 -3.6648  -0.43
C1 2.8359 0.6763 -3.1958  -0.62
C2 2.0170 1.9031 -2.7103  0.77
O1 2.2514 2.3273 -1.5516  -0.85
N2 1.1786 2.3156 -3.6203  -0.68
C3 0.1313 3.2536 -3.3191  -0.20
C4 -1.3066 2.7310 -3.6068  0.52
O2 -2.2238 3.3112 -3.0298  -0.71
O3 -1.4987 1.7665 -4.4518  -0.81
H1 1.3555 -0.7169 -2.8887  0.00
H2 2.4843 -1.2289 -3.9689  0.24
H3 3.4650 0.9758 -4.0355  0.34
H4 3.4648 0.3458 -2.3664  0.33
H5 0.2301 4.1320 -3.9711  0.36
H6 0.1520 3.6176 -2.2896  0.16
C5 2.1305 -2.8773 0.2684  -0.79
C6 1.1168 -3.9840 -0.0130  -0.48
C7 -0.1502 -3.5112 -0.7254  -0.17
C8 -1.2078 -2.8685 0.1633  -1.24
N3 -0.7840 -1.6328 0.8005  0.69
C9 -0.6532 -0.4382 0.1519  -0.74
Se1 -1.0003 -0.0731 -1.5984  -0.18
N4 -0.2414 0.4748 1.0766  0.62
C10 0.0720 1.8770 0.7847  -0.66
C11 -1.1417 2.7657 0.5530  -0.08
C12 -2.1190 2.8921 1.7202  -0.75
C13 -3.0680 1.7051 1.8756  -0.95
C14 -0.1046 -0.1380 2.3058  1.08
C15 0.2697 0.3514 3.5485  -0.72
C16 0.3077 -0.5488 4.6048  -0.77
C17 -0.0240 -1.8912 4.4293  -0.74
C18 -0.4111 -2.3814 3.1887  -0.88
C19 -0.4525 -1.4827 2.1355  0.64
H7 3.0753 -3.2904 0.6263  0.40
H8 1.7826 -2.1692 1.0194  0.08
H9 2.3382 -2.3081 -0.6407  0.16
H10 0.8505 -4.4985 0.9180  0.24
H11 1.5985 -4.7404 -0.6390  0.39
H12 -0.6390 -4.3564 -1.2193  0.42
H13 0.1065 -2.8039 -1.5166  0.00
H14 -1.4875 -3.5487 0.9709  0.45
H15 -2.1028 -2.6478 -0.4205  0.34
H16 0.7278 1.9198 -0.0884  -0.30
H17 0.6442 2.2313 1.6453  0.50
H18 -1.6737 2.4450 -0.3465  0.10
H19 -0.7211 3.7447 0.3072  0.51
H20 -2.7207 3.7912 1.5610  0.42
H21 -1.5724 3.0600 2.6567  0.26
H22 -3.5312 1.4643 0.9168  0.28
H23 -3.8631 1.9276 2.5907  0.42
H24 -2.5613 0.8062 2.2286  0.09
H25 0.5214 1.3924 3.6912  0.38
H26 0.6030 -0.1998 5.5858  0.38
H27 0.0207 -2.5650 5.2750  0.38
H28 -0.6646 -3.4249 3.0601  0.32

## Properties
Charge: -1
Frontier orbital gap, eV: 6.1068
Relative energy (zero: lowest compared OMol25 entry of this formula, charge and spin), eV: 0.927
Highest occupied orbital energy, eV: -3.63
Spin multiplicity: 1


No. 3
The following is a DFT calculation (wB97M-V/def2-TZVPD) of a molecular structure, C19H28BF4O2Pd.

Each line ends with the Mulliken charge.
Element x y z (Å)
O1 -0.7446 1.7266 -4.5804  -0.32
C1 0.5105 2.4273 -4.9529  -0.25
C2 -0.1663 3.7383 -5.3348  -0.98
H1 0.9569 1.8680 -5.8584  0.22
H2 1.1708 2.6641 -4.1268  0.21
C3 -1.4587 2.9926 -4.8096  1.37
H3 -0.1007 3.7817 -6.4356  0.31
H4 0.2928 4.6163 -4.8905  0.36
C4 -2.6893 2.7025 -5.7498  -1.43
H5 -2.3196 2.1048 -6.5852  0.37
H6 -3.2486 3.5898 -6.1609  0.31
H7 -3.3503 2.0023 -5.1580  0.30
C5 -1.9575 3.5047 -3.4310  -1.17
H8 -1.1672 3.9820 -2.8173  0.33
H9 -2.2915 2.6184 -2.8063  0.03
H10 -2.7789 4.2677 -3.3624  0.35
Pd1 1.0366 -1.7995 -1.4295  0.13
C6 1.1791 0.3622 0.9423  0.15
C7 1.9218 -0.7843 0.6316  -0.32
C8 2.5186 -0.5687 -0.7222  -1.32
H11 2.0816 -1.6616 1.2700  0.45
C9 1.9168 0.6879 -1.2171  0.25
C10 1.2414 1.2777 -0.1419  -1.22
H12 0.7848 2.2632 -0.1369  0.43
H13 0.6546 0.5423 1.8774  0.59
H14 3.3609 -1.1453 -1.1093  0.64
H15 1.8939 1.0373 -2.2569  0.20
C11 -1.1001 -1.4311 0.6516  -0.44
C12 -1.9764 -0.4213 0.1962  -0.94
C13 -1.9961 -0.4058 -1.2364  -0.44
H16 -2.5864 0.2158 0.8505  0.43
C14 -1.2266 -1.4991 -1.7181  0.11
C15 -0.8096 -2.2610 -0.5343  -0.75
H17 -0.4702 -3.3089 -0.4664  0.50
H18 -0.6834 -1.5640 1.6696  0.58
H19 -2.5344 0.2884 -1.8796  0.50
H20 -0.8840 -1.6211 -2.7743  0.52
O2 0.4635 -2.2135 -4.4973  -0.28
C16 -0.0715 -1.7114 -5.7982  0.04
C17 0.5213 -2.4933 -6.9983  -0.65
H21 0.2926 -0.6964 -6.0297  -0.13
H22 -1.1790 -1.7775 -5.8642  0.26
C18 1.6306 -3.3844 -6.4100  -0.50
H23 0.9184 -1.7783 -7.7194  0.26
H24 -0.1533 -3.0719 -7.6401  0.30
C19 1.4477 -3.2499 -4.8722  -0.51
H25 2.6317 -3.1094 -6.7864  0.25
H26 1.5331 -4.4339 -6.6838  0.26
H27 2.4151 -2.9797 -4.4395  0.28
H28 1.0685 -4.2212 -4.4914  0.33
F1 0.7182 -1.6021 3.9064  -0.42
B1 0.7903 -0.3122 4.5347  0.63
F2 -0.3751 0.4282 4.1464  -0.41
F3 0.8927 -0.4107 5.9433  -0.39
F4 1.9615 0.3773 4.0079  -0.43

## Properties
Charge: -1
Frontier orbital gap (alpha / beta), eV: 6.3323 / 5.7253
Relative energy (zero: lowest compared OMol25 entry of this formula, charge and spin), eV: 0.445
Highest occupied orbital energy (alpha / beta), eV: -4.21 / -4.34
Spin multiplicity: 3


No. 4
The following is a DFT calculation (wB97M-V/def2-TZVPD) of a molecular structure, C19H28BN7SiSr.

Each line ends with the Mulliken charge.
Element x y z (Å)
H1 0.3879 2.6437 0.4671  0.33
N1 0.3914 1.4619 -1.2975  1.01
B1 0.5772 0.6237 -3.6836  0.05
N2 0.6745 1.7601 -2.6206  -0.43
C1 1.0037 3.0572 -2.7435  -0.23
Sr1 -1.0864 -0.6577 -0.4901  1.49
H2 1.2483 3.4660 -3.7148  0.44
C2 0.9344 3.6387 -1.4725  -1.24
H3 1.1161 4.6641 -1.2215  0.42
C3 0.5601 2.6031 -0.6040  -0.31
H4 0.9076 1.0239 -4.7598  -0.15
C4 -0.4546 -3.1513 -0.0865  -1.43
H5 -1.5478 -3.2917 -0.1864  0.60
H6 -0.0821 -3.5247 0.8684  0.41
H7 0.0703 -3.6113 -0.9324  0.39
N3 -0.8706 0.0371 -3.7001  0.07
N4 1.5279 -0.4987 -3.1841  -0.30
N5 -1.5334 -0.3350 -2.4926  -0.57
N6 1.1876 -1.1960 -2.0401  0.63
C5 -1.6729 -0.2205 -4.7465  -0.13
C6 2.7250 -0.9065 -3.6471  -0.17
H8 -1.3316 -0.0052 -5.7503  0.43
H9 3.1441 -0.4551 -4.5348  0.44
C7 -2.8858 -0.7407 -4.2845  -1.11
C8 3.1812 -1.9207 -2.8067  -1.41
C9 -2.7732 -0.7811 -2.8867  -0.22
C10 2.1815 -2.0753 -1.8277  -0.40
H10 -3.7242 -1.0498 -4.8849  0.39
H11 4.0984 -2.4677 -2.8838  0.42
H12 -3.5089 -1.1120 -2.1537  0.38
H13 2.1235 -2.7795 -1.0095  0.50
H14 -2.0196 1.5531 -0.7352  -0.14
C11 2.5822 -0.0374 1.2505  -0.80
Si1 1.3216 -0.3941 2.5956  -0.26
C12 1.3498 -2.2287 2.9667  -0.94
C13 1.8396 0.5367 4.1349  -1.05
N7 -0.2442 0.0881 2.0160  0.29
C14 -1.3251 0.5390 2.6734  0.23
C15 -1.6007 0.2331 4.0555  -0.14
C16 -2.7716 0.6754 4.6614  -0.75
C17 -3.7174 1.4199 3.9397  -0.27
C18 -3.4643 1.7593 2.6028  -0.87
C19 -2.3005 1.3372 1.9865  0.42
H15 3.4996 0.3699 1.6990  0.42
H16 2.2029 0.6973 0.5273  0.12
H17 2.8567 -0.9408 0.6887  0.24
H18 2.2693 -2.4798 3.5153  0.37
H19 0.4922 -2.5173 3.5889  0.33
H20 1.3265 -2.8239 2.0464  0.16
H21 1.7635 1.6214 3.9789  0.32
H22 1.2293 0.2776 5.0095  0.32
H23 2.8868 0.3022 4.3749  0.37
H24 -0.8784 -0.3673 4.6145  0.24
H25 -2.9589 0.4204 5.7067  0.36
H26 -4.6404 1.7485 4.4178  0.37
H27 -4.1897 2.3557 2.0433  0.44
H28 -2.0784 1.6554 0.9518  -0.08

## Properties
Charge: 0
Frontier orbital gap (alpha / beta), eV: 4.2504 / 4.1957
Highest occupied orbital energy (alpha / beta), eV: -6.27 / -6.18
Spin multiplicity: 1